One molecule with the formula C6H6O. Source: the Open Molecules 2025 dataset; level of theory: ωB97M-V/def2-TZVPD.

- structure (SMILES) = C#CC1=CCOC1
- HOMO energy (Ha) = -0.332
- Kohn-Sham gap (eV) = 10.0

Bonds (Å) are listed after each position.
Positions of all 13 atoms, in Å:
1 C -2.89865 -0.64496 -0.60032  C2 1.206, H8 1.068
2 C -1.70050 -0.51256 -0.56489  C1 1.206, C3 1.427
3 C -0.34566 -0.18418 -0.26108  C2 1.427, C4 1.333, C7 1.510
4 C 0.81096 -0.36722 -0.89722  C3 1.333, C5 1.509, H9 1.089
5 C 1.90890 0.23806 -0.05718  C4 1.509, O6 1.420, H10 1.102, H11 1.096
6 O 1.25295 0.93252 0.99389  C5 1.420, C7 1.412
7 C -0.09591 0.52051 1.05132  C3 1.510, O6 1.412, H12 1.097, H13 1.104
8 H -3.96065 -0.75533 -0.62319  C1 1.068
9 H 0.98139 -0.86533 -1.85048  C4 1.089
10 H 2.57130 -0.53950 0.35651  C5 1.102
11 H 2.51767 0.96068 -0.61296  C5 1.096
12 H -0.75446 1.38838 1.17594  C7 1.097
13 H -0.28734 -0.17106 1.88965  C7 1.104